Entry 1:
# C11H28ClN3O6P2

A cluster of 2 separate species, C11H28ClN3O6P2 in total at a distorted geometry (the ωB97M-V functional and the def2-TZVPD basis, the OMol25 dataset).

```
51
C11H28ClN3O6P2, DFT the ωB97M-V functional and the def2-TZVPD basis
C 5.1944 0.7304 3.2201
C 3.8374 0.1279 2.7111
C 3.1289 -0.6151 3.9085
C 1.8221 0.1878 4.2542
P 0.5336 0.1359 2.9278
O 0.6211 -1.0181 2.0160
O 0.5268 1.4966 2.0176
O -0.9380 0.0325 3.6967
O 2.7974 -2.0003 3.6502
C 3.8551 -2.7510 3.2512
O 3.6822 -3.5622 2.4376
Cl 5.4970 -2.5766 3.9335
H 5.3461 1.7404 2.7704
H 6.0886 0.1292 2.9695
H 5.1818 0.8943 4.3222
H 3.1993 0.9953 2.4236
H 3.9324 -0.4925 1.7971
H 3.7278 -0.5992 4.8501
H 2.1511 1.2531 4.3405
H 1.4304 -0.0782 5.2645
H 0.5789 1.2003 1.0814
H -0.7500 0.1005 4.6486
O -0.8762 1.1936 -0.7143
P -1.2967 0.7733 -2.1271
N -2.8679 1.4509 -2.0220
C -4.1650 0.8442 -1.8444
C -2.9445 2.9043 -2.0327
N -1.2005 -0.9130 -1.7836
C -2.3096 -1.8429 -1.8075
C -0.3062 -1.2912 -0.6908
N -1.5502 0.3847 -3.7982
C -2.7158 0.6108 -4.6250
C -0.6040 -0.5373 -4.4290
H -4.8432 1.1443 -2.6565
H -4.6264 1.1516 -0.8982
H -4.1672 -0.2395 -1.8575
H -2.6969 3.3019 -3.0272
H -2.2483 3.3421 -1.3108
H -3.9407 3.2673 -1.7757
H -2.9510 -1.7337 -0.9252
H -1.9415 -2.8732 -1.8167
H -2.9056 -1.7498 -2.7181
H -0.7658 -1.1258 0.2840
H 0.6226 -0.7248 -0.7373
H -0.0232 -2.3459 -0.7527
H -3.4844 -0.1472 -4.4478
H -2.4583 0.5682 -5.6875
H -3.1435 1.6029 -4.4864
H -0.9694 -1.5676 -4.3867
H 0.3673 -0.4974 -3.9385
H -0.4321 -0.2818 -5.4786
```

As for the SMILES: CC[C@@H](CP(=O)(O)O)OC(=O)Cl.CN(C)P(=O)(N(C)C)N(C)C. For the energy, the calculation gives -59716.1855 eV. The value obtained for the largest force on an atom is 7.51 eV/A. The LUMO energy is -0.008 hartree. Its HOMO-LUMO gap is 0.2808 Ha.

---

Entry 2:
# C3H8N2O

The ion C3H8N2O with charge +1 at a distorted geometry (the ωB97M-V functional and the def2-TZVPD basis, the OMol25 dataset).

```
14
C3H8N2O, DFT the ωB97M-V functional and the def2-TZVPD basis
O -0.9593 0.6058 2.6599
C -0.3185 0.9479 1.7343
C -0.8155 0.7860 0.2255
N 0.2536 0.6567 -0.6716
C 0.5877 -0.6668 -1.2181
N 0.6989 -1.7569 -0.2970
H 0.6233 1.5093 1.8710
H -1.4154 1.6625 0.0571
H -1.4664 -0.0875 0.1545
H 0.1783 1.3289 -1.4378
H -0.1594 -0.9449 -1.9708
H 1.5341 -0.5592 -1.7239
H -0.1554 -1.9176 0.2235
H 1.4144 -1.5642 0.3934
```

For the energy, the calculation gives -8258.6056 eV. The value obtained for the largest force on an atom is 2.53 eV/A. The net charge is +1. The value obtained for the relative energy (zero: lowest compared OMol25 entry of this formula, charge and spin) is 126.9 kJ/mol. The LUMO energy (spin up / spin down) is -0.152 / -0.323 hartree. Its spin multiplicity is 2. Its HOMO-LUMO gap (spin up / spin down) is 0.4075 / 0.2349 Ha.

---

Entry 3:
# C4H8IN2

The ion C4H8IN2 with charge +1 at a distorted geometry (the ωB97M-V functional and the def2-TZVPD basis, the OMol25 dataset).

```
15
C4H8IN2, DFT the ωB97M-V functional and the def2-TZVPD basis
C -0.1240 -1.5057 -0.2283
C 0.2930 0.9197 0.4447
C -2.4452 -1.5253 0.6439
C 1.0846 2.0427 0.0705
N -1.2555 -1.9815 0.3406
N 0.3420 -0.1663 -0.2862
I -3.1799 0.2771 -0.0131
H 0.6128 -2.0444 -0.7640
H -0.2204 0.8450 1.4007
H -3.0740 -2.0840 1.2951
H 0.6075 2.8501 -0.5290
H 1.7906 1.6592 -0.6034
H 1.7017 2.5461 0.9522
H -1.2371 -3.0382 0.2432
H 1.2136 -0.1831 -0.8698
```

For the energy, the calculation gives -15348.6163 eV. The value obtained for the largest force on an atom is 3.73 eV/A. The net charge is +1. The value obtained for the relative energy (zero: lowest compared OMol25 entry of this formula, charge and spin) is 336.7 kJ/mol. The LUMO energy (spin up / spin down) is -0.171 / -0.171 hartree. Its HOMO-LUMO gap (spin up / spin down) is 0.2566 / 0.2562 Ha.

---

Entry 4:
# C10H14BrN3O3PtSe4

A structure of composition C10H14BrN3O3PtSe4 at a distorted geometry (the ωB97M-V functional and the def2-TZVPD basis, the OMol25 dataset).

```
36
C10H14BrN3O3PtSe4, DFT the ωB97M-V functional and the def2-TZVPD basis
Pt 0.6546 1.3769 -0.8266
Se 1.7498 3.9233 -0.7204
Se 0.9161 5.9301 -0.6275
Se -1.5723 5.4786 -0.6518
Se -1.4446 3.2461 -0.7422
Br 5.3829 -2.6563 3.5843
C 3.9266 -1.7745 2.7154
C 2.6422 -2.0258 3.1259
N 1.6007 -1.4297 2.5486
C 1.8241 -0.5861 1.5482
C 3.1038 -0.2599 1.0611
C 4.1711 -0.8851 1.6807
C 3.5280 0.7162 -0.0734
O 4.7466 0.7720 -0.2465
O 2.7276 1.4205 -0.7696
H 2.4364 -2.7188 3.9343
H 0.9538 -0.1560 1.0782
H 5.1723 -0.6685 1.3413
N -3.6976 -1.1564 -1.0949
C -2.7339 -1.1170 -2.2273
C -1.8932 0.1426 -2.1661
N -1.2339 0.2931 -0.8833
C -2.1689 0.2524 0.2341
C -3.0069 -1.0126 0.2146
H -4.2801 -2.0621 -1.1223
H -4.3967 -0.3990 -1.2048
H -3.3224 -1.1666 -3.1463
H -2.1145 -2.0085 -2.1432
H -2.5117 1.0246 -2.3755
H -1.1196 0.0930 -2.9323
H -0.3630 -0.4983 -0.8115
H -2.8207 1.1326 0.2317
H -1.5968 0.2871 1.1623
H -3.7842 -0.9912 0.9816
H -2.3941 -1.9031 0.3457
O 0.9185 -0.6136 -1.0223
```

For the energy, the calculation gives -355881.1541 eV. The value obtained for the largest force on an atom is 3.31 eV/A. The net charge is -2. The value obtained for the relative energy (zero: lowest compared OMol25 entry of this formula, charge and spin) is 229.1 kJ/mol. The LUMO energy (spin up / spin down) is 0.144 / 0.144 hartree. Its spin multiplicity is 3. Its HOMO-LUMO gap (spin up / spin down) is 0.1157 / 0.1867 Ha.

---

Entry 5:
# C33H49F15IN3O10P

A cluster of 6 separate species, C33H49F15IN3O10P in total (the ωB97M-V functional and the def2-TZVPD basis, the OMol25 dataset).

```
112
C33H49F15IN3O10P, DFT the ωB97M-V functional and the def2-TZVPD basis
C 1.5650 -2.1190 4.1246
C 1.0895 -2.6772 2.7805
C 1.9055 -2.1144 1.6101
I 1.3044 -2.8604 -0.2976
C 2.1542 -0.6204 1.6125
N 3.3323 -0.3340 2.1830
N 3.9275 0.8259 2.3044
C 3.3010 1.8359 1.7875
C 2.0304 1.7445 1.1635
P 1.5226 3.1934 0.1820
C 2.5371 4.5648 0.8467
C -0.1366 3.8007 0.6649
C 1.4092 0.4757 1.1029
C 0.0978 0.3491 0.3626
C -1.1238 -0.3369 0.9960
C -1.4683 -0.0146 2.4459
C -1.5184 1.4671 2.7915
N -2.0279 1.6264 4.1540
H 1.4087 -1.0442 4.2258
H 2.6306 -2.3272 4.2785
H 1.0298 -2.6080 4.9397
H 0.0203 -2.5495 2.6366
H 1.2670 -3.7567 2.7836
H 2.8936 -2.5743 1.7003
H 3.8702 -1.0990 2.5743
H 3.8462 2.7650 1.8434
H 2.6830 4.5274 1.9292
H 3.4984 4.6173 0.3374
H 1.9759 5.4777 0.6402
H -0.1996 4.1000 1.7128
H -0.9367 3.1038 0.4308
H -0.2749 4.6873 0.0406
H 0.2887 -0.1345 -0.6005
H -0.1986 1.3620 0.1065
H -1.0541 -1.4161 0.8519
H -1.9712 -0.0270 0.3737
H -2.4585 -0.4378 2.6487
H -0.7927 -0.5004 3.1500
H -0.5123 1.9001 2.6675
H -2.1932 1.9941 2.1075
H -1.7498 2.5171 4.5491
H -1.6172 0.9198 4.7569
C 0.0221 -4.0605 9.7839
C -0.5626 -2.6686 9.8091
O 0.4434 -1.6726 9.4777
C 0.6906 -1.4867 8.2034
O 0.1888 -2.0245 7.2575
C 1.7529 -0.3714 8.0248
F 2.7816 -0.5216 8.8531
F 1.1922 0.8242 8.2455
F 2.2150 -0.3840 6.7688
H 0.8785 -4.1277 10.4543
H -0.7320 -4.7749 10.1123
H 0.3419 -4.3354 8.7796
H -0.8924 -2.3871 10.8054
H -1.3973 -2.5611 9.1181
C -6.4480 1.9356 -3.1526
C -5.5202 2.5568 -2.1391
O -4.2540 1.8363 -2.1247
C -3.4040 2.1384 -3.0844
O -3.4988 2.9712 -3.9349
C -2.1467 1.2431 -2.9581
F -2.4601 -0.0342 -2.7307
F -1.4003 1.6649 -1.9093
F -1.4005 1.3162 -4.0481
H -6.5800 0.8732 -2.9521
H -7.4242 2.4184 -3.1241
H -6.0446 2.0384 -4.1589
H -5.8955 2.4634 -1.1232
H -5.3243 3.6081 -2.3460
C 6.7544 -1.6585 3.7732
C 7.2820 -1.8392 2.3662
O 8.5313 -2.5522 2.3672
C 8.4265 -3.8730 2.4608
O 7.4177 -4.5082 2.5388
C 9.8324 -4.5208 2.4090
F 10.6887 -3.8731 3.2002
F 10.2911 -4.4705 1.1527
F 9.7642 -5.7872 2.7914
H 7.4855 -1.1439 4.3954
H 5.8417 -1.0577 3.7592
H 6.5290 -2.6191 4.2350
H 7.5048 -0.8830 1.8975
H 6.5744 -2.3781 1.7342
C -3.2078 -1.9210 -5.5888
C -4.0600 -1.2115 -6.6157
O -5.3298 -1.8911 -6.7958
C -6.2481 -1.6164 -5.8898
O -6.1446 -0.8655 -4.9630
C -7.5582 -2.3804 -6.2016
F -7.3158 -3.6552 -6.5102
F -8.1733 -1.8006 -7.2396
F -8.3705 -2.3422 -5.1513
H -3.0516 -2.9604 -5.8774
H -2.2373 -1.4290 -5.5201
H -3.6787 -1.9008 -4.6064
H -3.6005 -1.2273 -7.5999
H -4.2560 -0.1773 -6.3359
C -1.2214 5.0295 -9.1188
C -1.5650 4.1303 -7.9546
O -1.7676 2.7629 -8.3916
C -0.6764 2.0405 -8.5677
O 0.4604 2.3657 -8.3999
C -1.0751 0.6041 -8.9875
F -2.0232 0.6052 -9.9245
F -1.5626 -0.0375 -7.9056
F -0.0250 -0.0668 -9.4330
H -1.9930 4.9720 -9.8863
H -1.1517 6.0607 -8.7734
H -0.2668 4.7498 -9.5621
H -2.5119 4.4053 -7.4968
H -0.7892 4.1397 -7.1901
```

For the energy, the calculation gives -118108.3166 eV. The value obtained for the largest force on an atom is 0.58 eV/A. The net charge is +1. The LUMO energy is -0.157 hartree. Its HOMO-LUMO gap is 0.2785 Ha.

---

Entry 6:
# C23H16MnN3O3SSe4

A structure of composition C23H16MnN3O3SSe4 (the ωB97M-V functional and the def2-TZVPD basis, the OMol25 dataset).

```
51
C23H16MnN3O3SSe4, DFT the ωB97M-V functional and the def2-TZVPD basis
Mn -0.8891 1.3255 -2.5906
O 4.7693 -2.8692 -1.6247
N 3.7226 -3.4490 -1.9985
O 3.6939 -4.6836 -2.1834
C 2.5561 -2.7161 -2.2149
C 1.4216 -3.4249 -2.6406
C 0.2054 -2.7860 -2.8966
C -0.9881 -3.4340 -3.3083
C -2.1242 -2.6946 -3.5194
C -2.1079 -1.3083 -3.3341
N -1.0012 -0.6806 -2.9513
C 0.1188 -1.3852 -2.7412
C 1.2734 -0.6377 -2.3145
N 1.0713 0.6884 -2.2022
C 2.0511 1.4455 -1.7326
C 3.2812 0.9119 -1.3891
C 3.5190 -0.4424 -1.5376
C 2.4949 -1.2800 -2.0157
H 1.5115 -4.4928 -2.7632
H -0.9885 -4.5080 -3.4471
H -3.0452 -3.1699 -3.8292
H -2.9831 -0.6928 -3.4915
H 1.8336 2.4984 -1.6151
H 4.0536 1.5630 -1.0032
H 4.4723 -0.8741 -1.2878
Se -3.0764 2.2369 -2.4344
Se -3.3434 3.6107 -4.3143
Se -2.5164 2.2919 -6.0243
Se -0.5019 1.5669 -4.9904
C -0.0675 2.8031 -3.6000
H 0.9921 3.0421 -3.6335
H -0.7018 3.6898 -3.6325
C -0.4206 1.4146 8.6401
C -0.3987 1.3525 7.1321
O 0.2792 2.0671 6.4478
S -1.5820 0.1840 6.4809
C -1.4143 0.4443 4.7338
C -2.3081 1.2845 4.0820
C -2.2089 1.4698 2.7142
C -1.2148 0.8200 1.9740
C -0.3207 -0.0195 2.6492
C -0.4213 -0.2097 4.0154
C -1.1210 1.0089 0.5607
C -1.0304 1.1564 -0.6442
H 0.5930 1.5652 9.0068
H -0.8545 0.5175 9.0786
H -1.0247 2.2751 8.9314
H -3.0795 1.7905 4.6481
H -2.9029 2.1198 2.1984
H 0.4513 -0.5233 2.0829
H 0.2718 -0.8626 4.5297
```

For the energy, the calculation gives -338262.5455 eV. The value obtained for the largest force on an atom is 0.35 eV/A. The net charge is -1. The value obtained for the relative energy (zero: lowest compared OMol25 entry of this formula, charge and spin) is 0.0 kJ/mol. The LUMO energy (spin up / spin down) is 0.070 / 0.073 hartree. Its spin multiplicity is 2. Its HOMO-LUMO gap (spin up / spin down) is 0.1855 / 0.2603 Ha.

---

Entry 7:
# C6H16N3O

A structure of composition C6H16N3O at a distorted geometry (the ωB97M-V functional and the def2-TZVPD basis, the OMol25 dataset).

```
26
C6H16N3O, DFT the ωB97M-V functional and the def2-TZVPD basis
C -1.4485 0.5267 -0.1451
C 1.1767 -0.3490 1.8605
C 1.3627 -0.7988 -1.9956
C 2.6310 1.8993 0.1702
C 1.9284 -0.8476 0.5881
C 1.4633 -0.1136 -0.6399
N -0.3363 0.2158 -0.2538
N -2.6573 0.6866 0.1389
N -4.9011 -0.7536 -0.3624
O 2.0109 1.0944 -0.8345
H 2.0074 -0.4494 2.6044
H 0.3736 -1.0525 2.1005
H 0.6998 0.6036 1.7083
H 2.3455 -0.6668 -2.4400
H 1.2356 -1.8846 -1.7557
H 0.5734 -0.3398 -2.7139
H 3.2689 2.6803 -0.3940
H 3.1722 1.2641 0.8813
H 1.9108 2.5939 0.5742
H 2.9909 -0.5561 0.7633
H 1.8319 -1.8930 0.5119
H -3.3972 0.0584 -0.1673
H -2.8527 1.3267 0.8638
H -5.8209 -0.4063 -0.1206
H -4.9770 -1.2930 -1.1987
H -4.5922 -1.5457 0.2561
```

For the energy, the calculation gives -12990.9453 eV. The value obtained for the largest force on an atom is 3.84 eV/A. The net charge is +1. The value obtained for the relative energy (zero: lowest compared OMol25 entry of this formula, charge and spin) is 245.5 kJ/mol. The LUMO energy is -0.094 hartree. Its HOMO-LUMO gap is 0.4240 Ha.

---

Entry 8:
# C4H10NP

A cluster of 2 separate species, C4H10NP in total at a distorted geometry (the ωB97M-V functional and the def2-TZVPD basis, the OMol25 dataset).

```
16
C4H10NP, DFT the ωB97M-V functional and the def2-TZVPD basis
C -0.3438 1.1522 0.3494
C -0.1018 1.2586 -1.1399
C -2.2232 -0.1760 1.6520
C 2.8468 -1.7729 -0.0526
N -0.9305 -0.0548 0.8509
P 0.6614 0.0510 1.3635
H -0.6859 2.0211 0.8120
H -1.0941 1.2266 -1.5614
H 0.4750 0.4011 -1.5345
H 0.3403 2.3368 -1.4204
H -2.5277 -1.2200 1.7903
H -2.0397 0.3445 2.6323
H -2.9010 0.6335 1.0791
H 2.7422 -2.8292 -0.1404
H 3.5307 -1.3935 0.6576
H 2.7337 -1.2171 -0.8813
```

For the energy, the calculation gives -15084.0929 eV. The value obtained for the largest force on an atom is 4.12 eV/A. The value obtained for the relative energy (zero: lowest compared OMol25 entry of this formula, charge and spin) is 405.7 kJ/mol. The LUMO energy (spin up / spin down) is 0.016 / -0.002 hartree. Its HOMO-LUMO gap (spin up / spin down) is 0.2780 / 0.3081 Ha.